{"formula": "C20H57FO23S", "method": "ωB97M-V with the def2-TZVPD basis set", "mol_weight_da": 716.7, "gap_ev": 6.760, "e_lumo_ev": -0.8370, "max_force_ev_per_a": 4.9, "species": ["O", "O", "F", "O", "C", "C", "C", "C", "C", "C", "C", "C", "C", "C", "C", "C", "C", "C", "C", "C", "C", "S", "C", "C", "C", "H", "H", "H", "H", "H", "H", "H", "H", "H", "H", "H", "H", "H", "H", "H", "H", "H", "O", "H", "H", "O", "H", "H", "O", "H", "H", "O", "H", "H", "O", "H", "H", "O", "H", "H", "O", "H", "H", "O", "H", "H", "O", "H", "H", "O", "H", "H", "O", "H", "H", "O", "H", "H", "O", "H", "H", "O", "H", "H", "O", "H", "H", "O", "H", "H", "O", "H", "H", "O", "H", "H", "O", "H", "H", "O", "H", "H"], "positions_angstrom": [[0.7306, 1.8982, 7.5286], [-2.0802, 0.6099, -4.8075], [3.3494, 5.5248, 1.1623], [-0.3686, 2.9360, 5.8774], [0.7269, 2.3479, 6.3766], [1.1330, 0.6204, 3.6187], [1.8075, 1.7453, 4.0579], [0.2939, -0.3693, 1.4175], [1.0071, 0.6339, 2.1459], [2.5944, 3.6207, 0.2869], [2.6209, 3.7926, 2.6892], [-0.1966, -1.6860, -0.6365], [-0.6994, 0.7352, -0.5629], [1.8629, 2.4053, 0.4298], [-0.8293, -1.6771, -1.8811], [-1.2122, 0.6874, -1.8672], [2.8287, 4.3540, 1.4101], [2.0583, 2.5228, 2.8785], [-0.1168, -0.4439, 0.0684], [1.5763, 1.8722, 1.6820], [-1.2748, -0.4967, -2.5299], [-2.2337, -0.6230, -4.0276], [0.3868, -0.3543, 4.4841], [2.0218, 2.0520, 5.5353], [-1.2681, -1.8227, -4.9967], [-1.0852, 2.7540, 6.5251], [0.0541, -1.2593, 2.0084], [2.8718, 4.0006, -0.6504], [2.8628, 4.3741, 3.5707], [0.0631, -2.6029, -0.2560], [-0.7510, 1.6452, 0.0715], [1.6359, 1.8770, -0.4579], [-1.0184, -2.6562, -2.3392], [-1.5622, 1.5972, -2.3534], [-0.5609, -0.5196, 4.0360], [0.3416, -0.0402, 5.5371], [0.8854, -1.3582, 4.6678], [2.7336, 1.3097, 5.9559], [2.4994, 3.0103, 5.3636], [-1.6077, -1.9217, -6.0093], [-0.2653, -1.4731, -5.0999], [-1.2587, -2.8648, -4.5620], [-2.2455, 0.1590, -7.5870], [-3.1348, -0.2787, -7.7907], [-2.3108, 0.5968, -6.6772], [3.5286, 1.2028, 8.4337], [2.5949, 0.8506, 8.6010], [3.5913, 2.1309, 8.8318], [-1.7712, -4.4522, 0.6243], [-1.1080, -5.0902, 0.2038], [-2.4537, -4.1988, -0.0783], [2.8418, 6.7598, 4.1644], [3.7987, 6.4432, 4.0755], [2.7325, 7.5944, 3.6030], [-1.6030, -5.6369, -5.6712], [-1.5548, -5.5846, -4.6618], [-2.4618, -6.1094, -5.9217], [-0.0997, -4.0201, -7.2608], [-0.6355, -4.6756, -6.7067], [0.6620, -4.5241, -7.6960], [2.1717, 0.2350, -4.9325], [2.0621, -0.7505, -5.1341], [3.1421, 0.4807, -5.0794], [-3.7801, 2.8229, -4.3720], [-3.4947, 3.0184, -5.3228], [-3.6375, 1.8366, -4.1966], [5.0091, 4.0866, -2.6101], [5.5355, 3.5137, -3.2570], [5.6108, 4.3144, -1.8292], [-3.1401, 3.9047, 5.1080], [-2.9781, 3.3289, 4.2919], [-2.6097, 4.7596, 5.0008], [1.3503, -3.8281, -2.8662], [1.2883, -4.8113, -3.0972], [2.0726, -3.7137, -2.1669], [2.0995, -1.0366, -2.5244], [1.7596, -0.5652, -3.3527], [1.3943, -1.6982, -2.2266], [-2.9377, 0.2642, 4.9088], [-2.1756, 0.9042, 5.0913], [-3.7573, 0.6029, 5.3960], [-2.2072, 2.4881, 7.5609], [-2.9189, 2.8004, 6.9130], [-2.6688, 2.0788, 8.3628], [-3.0546, -2.8364, -7.9398], [-2.4147, -3.6196, -7.9705], [-3.0072, -2.3557, -8.8289], [1.9143, -2.7131, -5.3591], [1.2992, -3.1309, -6.0452], [1.7847, -3.1999, -4.4816], [-3.4993, -3.8858, -1.4405], [-4.3751, -4.3175, -1.7059], [-3.6765, -2.9096, -1.2422], [-0.2631, -3.5067, 5.1559], [0.3243, -3.7398, 5.9461], [-1.1855, -3.2805, 5.5047], [-0.0992, -1.2526, -8.0715], [-0.2449, -2.2330, -7.8683], [-0.9667, -0.7622, -7.8968], [-0.3906, 0.2576, 9.6039], [0.0846, -0.5220, 9.1677], [-0.3478, 1.0464, 8.9718]], "forces_ev_per_angstrom": [[-0.190, 0.783, -1.182], [-0.028, 1.724, -0.472], [0.959, 2.125, 0.854], [1.813, -0.356, -0.970], [0.780, -2.127, 1.470], [0.438, 0.435, 0.656], [-2.266, -2.758, 0.031], [2.504, 1.579, 3.917], [-2.773, -2.942, -1.914], [-1.910, -2.033, 1.053], [0.113, 0.490, 0.813], [-1.756, 3.579, -1.199], [0.864, -1.352, 0.865], [1.153, 0.752, 0.663], [-0.341, -0.309, -0.281], [0.322, 1.499, 0.973], [-0.585, -2.691, 0.452], [0.617, 2.179, -2.746], [-1.588, 1.098, -2.800], [1.222, 1.063, 0.666], [0.468, -2.165, 0.386], [-0.091, -2.207, -0.247], [2.137, -0.957, 0.971], [-0.689, 1.324, -2.031], [0.099, -1.497, 1.176], [0.237, 0.147, 0.479], [0.035, 0.209, -0.074], [0.205, 0.368, -1.215], [0.132, 0.159, -0.111], [0.756, -1.838, 1.225], [0.090, -0.627, -0.809], [-0.311, -0.539, -0.705], [0.235, 0.496, 0.021], [-0.051, -0.105, 0.149], [-1.027, -0.339, 0.051], [-0.485, 0.459, -0.393], [-0.461, 0.950, -0.963], [-0.928, 0.786, 0.401], [0.604, 0.435, 1.098], [-0.940, 0.324, -0.331], [0.796, 0.388, 0.270], [-0.108, 1.199, -0.138], [-2.362, 0.254, 0.683], [1.879, 1.066, 0.806], [0.042, -0.998, -1.313], [-1.189, 0.869, 1.018], [1.820, 1.315, -0.254], [-0.574, -2.142, -0.788], [0.507, -0.779, -1.547], [-1.701, 1.448, 0.723], [1.406, -0.914, 1.015], [1.467, 0.935, -0.998], [-2.034, 1.055, -0.075], [0.600, -1.917, 1.113], [-1.539, -0.929, 1.502], [-0.391, -0.192, -2.195], [1.799, 1.028, 0.787], [0.908, -1.913, -0.129], [0.993, 0.836, -0.816], [-1.762, 0.888, 0.897], [1.349, -0.833, -0.582], [0.672, 1.475, -0.214], [-2.156, -0.895, 0.326], [0.312, -1.009, -1.192], [-0.468, -0.877, 2.162], [0.118, 2.171, -0.994], [1.959, -0.570, 0.248], [-0.913, 1.290, 1.677], [-1.075, -0.709, -1.886], [1.048, 0.297, -1.440], [-0.119, 1.508, 1.591], [-0.975, -2.017, -0.024], [0.942, -1.963, 0.835], [0.415, 1.975, 0.830], [-1.291, -0.452, -1.546], [-1.591, -0.870, -0.274], [0.706, -0.677, 1.537], [1.396, 1.876, -0.968], [-0.203, 1.757, 1.075], [-1.746, -1.224, -0.109], [2.007, -0.513, -0.947], [-2.837, -0.287, 0.558], [0.999, -0.364, 1.306], [1.033, 0.813, -1.796], [0.898, -0.572, -1.510], [-1.129, 1.917, -0.339], [0.296, -1.391, 1.787], [-1.066, -1.360, -0.025], [1.000, 0.853, 1.457], [0.093, 0.983, -1.555], [-1.954, 1.053, -0.381], [1.752, 1.204, 0.719], [0.061, -2.001, -0.586], [-0.529, -0.076, 2.025], [-1.606, 0.542, -1.528], [2.126, -0.532, -0.467], [-0.942, -1.496, 0.364], [0.109, 2.219, -0.393], [1.356, -0.874, -0.178], [0.704, -0.231, -1.561], [-1.050, 2.025, 0.672], [0.380, -1.784, 0.839]], "mulliken_charge": [-0.59, -0.81, -0.35, -0.38, 0.32, 0.77, -0.19, -1.01, 0.81, -0.96, -0.16, -1.53, -1.08, -0.17, 0.04, -0.82, 0.03, 0.16, 0.81, -0.08, 1.11, 0.40, -1.78, -0.44, 0.03, 0.34, 0.62, 0.54, 0.17, 0.47, 0.64, 0.67, 0.09, 0.61, 0.44, 0.18, 0.29, 0.35, 0.31, 0.25, -0.05, 0.09, -0.67, 0.30, 0.38, -0.64, 0.32, 0.32, -0.64, 0.29, 0.39, -0.64, 0.34, 0.32, -0.66, 0.31, 0.32, -0.64, 0.33, 0.29, -0.67, 0.38, 0.28, -0.65, 0.30, 0.38, -0.64, 0.32, 0.33, -0.67, 0.34, 0.34, -0.59, 0.26, 0.32, -0.68, 0.40, 0.11, -0.66, 0.35, 0.31, -0.65, 0.28, 0.30, -0.65, 0.29, 0.33, -0.73, 0.37, 0.42, -0.71, 0.29, 0.36, -0.67, 0.32, 0.33, -0.66, 0.31, 0.44, -0.67, 0.28, 0.44]}